DFT (ωB97M-V/def2-TZVPD) results for a 2-piece molecular cluster, C13H25N4O5P overall in a non-equilibrium geometry.

The value obtained for the HOMO-LUMO gap is 9.11 eV. Its total energy is -39368.216 eV. The value obtained for the HOMO energy is -9.04 eV. As for the SMILES: CCC(=O)OCC[C@](C#N)([C@@H](O)C#N)P(N)O.COC[C@@H](C)N. The calculation puts the maximum force at 0.1364 hartree/bohr.

Geometry (Å):
1 C 1.43 -0.04 -1.02
2 C 0.77 -1.40 -1.66
3 C 0.07 -0.92 -3.04
4 O 0.63 -1.19 -4.15
5 O -1.15 -0.16 -3.07
6 C -2.29 -1.09 -3.06
7 C -3.61 -0.23 -2.62
8 C -3.92 -0.27 -1.04
9 C -2.52 -0.27 -0.22
10 N -1.56 -0.29 0.52
11 C -4.74 -1.57 -0.53
12 O -5.53 -1.14 0.63
13 C -5.73 -2.21 -1.61
14 N -6.27 -2.83 -2.51
15 P -4.82 1.36 -0.55
16 N -3.50 2.58 -0.47
17 O -5.90 1.77 -1.86
18 H 0.67 0.80 -1.30
19 H 1.47 -0.18 0.12
20 H 2.46 0.12 -1.51
21 H 1.60 -2.18 -1.81
22 H -0.04 -1.82 -0.96
23 H -2.48 -1.40 -4.16
24 H -2.12 -2.02 -2.41
25 H -3.32 0.87 -2.87
26 H -4.50 -0.47 -3.31
27 H -4.01 -2.36 -0.14
28 H -4.86 -1.13 1.38
29 H -2.84 2.32 -1.22
30 H -2.98 2.39 0.41
31 H -5.68 2.69 -2.16
32 C 5.27 -0.16 1.00
33 O 3.91 -0.13 1.40
34 C 3.70 -0.35 2.80
35 C 3.87 0.92 3.66
36 C 5.32 1.31 3.90
37 N 3.16 2.07 3.08
38 H 5.86 -0.88 1.58
39 H 5.71 0.84 1.08
40 H 5.31 -0.45 -0.05
41 H 2.66 -0.68 2.89
42 H 4.33 -1.17 3.16
43 H 3.42 0.71 4.64
44 H 5.79 1.76 3.02
45 H 5.39 2.04 4.71
46 H 5.92 0.44 4.20
47 H 2.17 1.84 3.00
48 H 3.46 2.15 2.11